<1>
The following is a quantum chemistry calculation of an isolated molecule of C11H11NO2, from OMol25.

Calculated values
HOMO-LUMO gap, Eh: 0.34830
2S+1: 1
Charge: 0
LUMO level, eV: -0.01
SMILES: C[C@@H](C1=NC(=O)OC1)c1ccccc1
Molar mass, g mol⁻¹: 189.21

Cartesian coordinates (Å):
1 C 2.71 -1.72 -0.85
2 C 2.03 -0.90 -1.71
3 C 2.37 -1.74 0.47
4 C 1.04 -0.07 -1.18
5 C 1.45 -0.79 1.01
6 C 0.84 0.14 0.15
7 C -3.55 -0.37 -0.25
8 C -1.98 -0.32 1.32
9 C -0.04 1.22 0.56
10 C -1.59 0.53 0.11
11 C -0.05 2.52 -0.29
12 N -2.49 0.32 -0.85
13 O -4.51 -0.66 -0.89
14 O -3.24 -0.81 1.01
15 H 3.52 -2.37 -1.06
16 H 2.33 -0.73 -2.69
17 H 3.04 -2.34 1.17
18 H 0.44 0.43 -1.92
19 H 1.21 -0.81 2.01
20 H -1.25 -1.22 1.56
21 H -2.01 0.25 2.18
22 H 0.00 1.18 1.58
23 H -0.59 2.14 -1.20
24 H 0.96 2.82 -0.30
25 H -0.63 3.31 0.05

Mulliken atomic charge list, values in e, 6 entries: atom 1 (C): -0.17, atom 2 (C): -1.01, atom 3 (C): -0.68, atom 4 (C): 0.02, atom 5 (C): -0.40, atom 6 (C): 0.41



<2>
The following is a quantum chemistry calculation of an isolated molecule of C11H11NO2, from OMol25.

Calculated values
HOMO-LUMO gap, Eh: 0.29538
2S+1: 1
Charge: 0
LUMO level, eV: 0.29
SMILES: COc1cnc2c(OC)cccc2c1
Molar mass, g mol⁻¹: 189.21

Cartesian coordinates (Å):
1 C -4.16 -0.56 0.04
2 C -1.94 0.31 -0.10
3 C -1.37 -0.93 -0.01
4 C 0.75 0.00 0.00
5 C 2.18 -0.14 0.01
6 C 2.25 -2.51 0.02
7 C 2.97 1.02 -0.02
8 C 2.37 2.30 -0.01
9 C 1.01 2.46 0.05
10 C 0.22 1.33 0.06
11 C -1.19 1.45 -0.06
12 H -3.91 -1.22 -0.79
13 H -5.19 -0.22 -0.07
14 H -4.13 -1.09 1.00
15 H -1.89 -1.84 0.02
16 H 3.04 -3.24 0.18
17 H 1.87 -2.81 -1.01
18 H 1.56 -2.43 0.82
19 H 4.09 0.93 0.00
20 H 3.02 3.16 0.01
21 H 0.58 3.42 -0.02
22 H -1.68 2.38 -0.06
23 N -0.06 -1.10 0.01
24 O -3.30 0.58 -0.03
25 O 2.91 -1.27 -0.05

Mulliken atomic charge list, values in e, 6 entries: atom 1 (C): -0.81, atom 2 (C): 0.44, atom 3 (C): -0.45, atom 4 (C): 0.09, atom 5 (C): 0.43, atom 6 (C): -0.67



Of them, <1> has the lowest stability.



<1>
The following is a quantum chemistry calculation of a 2-piece molecular cluster, C2H6N2O4 overall, from OMol25.

Calculated values
HOMO-LUMO gap, Eh: 0.39496
2S+1: 1
Charge: 0
LUMO level, eV: -0.13
SMILES: C[N+](=O)[O-].C[N+](=O)[O-]
Molar mass, g mol⁻¹: 122.08

Cartesian coordinates (Å):
1 C 27.58 22.67 14.23
2 N 28.67 23.60 14.60
3 O 28.59 24.74 14.17
4 O 29.58 23.17 15.27
5 H 26.68 23.24 14.03
6 H 27.43 22.00 15.07
7 H 27.91 22.14 13.34
8 C 30.51 27.33 14.31
9 N 30.40 28.70 14.83
10 O 30.94 29.59 14.20
11 O 29.83 28.85 15.90
12 H 29.67 27.12 13.66
13 H 30.49 26.62 15.13
14 H 31.43 27.22 13.75

Mulliken atomic charge list, values in e, 6 entries: atom 1 (C): -0.67, atom 2 (N): 0.84, atom 3 (O): -0.50, atom 4 (O): -0.52, atom 5 (H): 0.30, atom 6 (H): 0.29



<2>
The following is a quantum chemistry calculation of C2H6N2O4 as an isolated structure, from OMol25.

Calculated values
HOMO-LUMO gap, Eh: 0.36586
2S+1: 1
Charge: 0
LUMO level, eV: 0.20
Molar mass, g mol⁻¹: 122.08

Cartesian coordinates (Å):
1 C 1.40 -0.79 -0.58
2 N 0.31 1.17 0.24
3 C -0.75 0.15 -0.02
4 N -1.79 0.69 -0.68
5 O 1.58 0.53 -0.07
6 O 0.30 1.50 1.58
7 O 1.27 -1.75 0.30
8 O -0.92 -0.82 0.79
9 H 0.37 0.68 2.11
10 H 0.17 -1.52 0.73
11 H -1.65 1.51 -1.24
12 H -2.66 0.19 -0.73
13 H 2.13 -0.95 -1.37
14 H 0.26 -0.59 -1.06

Mulliken atomic charge list, values in e, 6 entries: atom 1 (C): -0.06, atom 2 (N): 0.04, atom 3 (C): 0.42, atom 4 (N): -0.37, atom 5 (O): -0.27, atom 6 (O): -0.35



Of them, <1> has the lowest stability.



<1>
The following is a quantum chemistry calculation of a 2-piece molecular cluster, C5H13NOS overall, from OMol25.

Calculated values
HOMO-LUMO gap, Eh: 0.35134
2S+1: 1
Charge: 0
LUMO level, eV: 0.68
SMILES: CC(N)=O.CCSC
Molar mass, g mol⁻¹: 135.23

Cartesian coordinates (Å):
1 C -1.14 0.28 2.76
2 C -1.60 -0.99 2.10
3 O -2.31 -1.82 2.64
4 N -1.21 -1.12 0.80
5 H -1.60 1.17 2.34
6 H -0.06 0.39 2.72
7 H -1.40 -1.94 0.26
8 H -0.62 -0.46 0.31
9 H -1.32 0.25 3.84
10 C 0.11 1.07 -1.64
11 C 1.16 1.55 -0.64
12 C 1.44 -1.32 -2.16
13 S 0.70 0.08 -3.04
14 H -0.73 0.59 -1.14
15 H -0.30 1.93 -2.18
16 H 1.96 0.85 -0.47
17 H 0.67 1.81 0.30
18 H 2.37 -1.01 -1.70
19 H 0.81 -1.65 -1.32
20 H 1.53 -2.17 -2.83
21 H 1.53 2.52 -0.95

Mulliken atomic charge list, values in e, 6 entries: atom 1 (C): -1.00, atom 2 (C): 0.64, atom 3 (O): -0.62, atom 4 (N): -0.26, atom 5 (H): 0.28, atom 6 (H): 0.31



<2>
The following is a quantum chemistry calculation of a 2-piece molecular cluster, C5H13NOS overall, from OMol25.

Calculated values
HOMO-LUMO gap, Eh: 0.19346
2S+1: 1
Charge: 0
LUMO level, eV: -2.83
Molar mass, g mol⁻¹: 135.23

Cartesian coordinates (Å):
1 C 1.60 0.10 -0.49
2 C 2.44 0.99 0.40
3 S 1.36 1.96 1.43
4 C 0.79 -0.79 0.45
5 N -0.22 -1.53 -0.15
6 C -1.19 -0.70 -0.79
7 C -2.41 -1.54 -1.09
8 O -3.34 -0.72 -1.77
9 H 2.18 -0.47 -1.22
10 H 0.91 0.75 -1.03
11 H 3.10 0.43 1.06
12 H 3.04 1.64 -0.24
13 H -0.50 0.76 3.12
14 H -0.66 0.06 3.22
15 H 0.34 -0.07 1.18
16 H 1.46 -1.48 0.98
17 H -0.83 -0.27 -1.75
18 H -1.47 0.16 -0.16
19 H -2.86 -1.91 -0.16
20 H -2.10 -2.41 -1.67
21 H -4.13 -1.20 -2.01

Mulliken atomic charge list, values in e, 6 entries: atom 1 (C): -0.45, atom 2 (C): -0.66, atom 3 (S): -0.20, atom 4 (C): -0.08, atom 5 (N): -0.37, atom 6 (C): -0.31



Of them, <2> has the lowest stability.